Arrangement one

Below is C16H20N2O3 in the gas phase, with properties calculated with wB97M-V/def2-TZVPD.

XYZ file:
```
41
Properties=species:S:1:pos:R:3
O 1.88 -3.14 -1.67
O -1.57 3.06 -1.02
O -4.91 -1.26 0.71
N 1.14 0.91 -1.20
N -1.66 0.80 -1.10
C 3.17 -3.14 0.34
C 1.31 -0.38 -1.55
C -1.07 1.99 -1.28
C -2.75 -0.08 0.92
C 2.31 -2.50 -0.72
C 2.92 -0.17 1.71
C 2.37 2.17 2.04
C 2.96 0.98 2.47
C -4.51 -2.60 0.67
C 1.72 2.24 0.83
C 2.27 -0.13 0.47
C -2.92 0.63 -0.42
C 1.69 1.10 0.05
C -4.12 -0.43 1.53
C 0.34 1.87 -1.90
C 2.01 -1.08 -0.58
H -5.28 -3.13 0.11
H -2.17 -0.99 0.78
H 3.38 -1.07 2.07
H -4.43 -3.02 1.68
H 1.25 3.16 0.50
H 0.25 1.57 -2.95
H 0.97 -0.77 -2.49
H 3.36 -4.17 0.07
H 2.64 -3.11 1.29
H 4.11 -2.60 0.44
H 3.46 0.96 3.43
H -3.55 -2.74 0.16
H -3.97 -0.89 2.51
H -1.14 -0.05 -1.30
H -3.34 1.62 -0.28
H -2.21 0.56 1.62
H -3.60 0.04 -1.06
H -4.70 0.49 1.65
H 2.41 3.04 2.68
H 0.82 2.86 -1.86
```

As for the structure (SMILES): COCCCNC(=O)Cn1cc(C(C)=O)c2ccccc21. As for the net charge: 0. Its gap between HOMO and LUMO is 8.81 eV. The value obtained for the HOMO energy is -0.309 hartree. The LUMO energy is 0.4 eV. The spin multiplicity is 1. The molar mass is 288.35 g/mol.

Results of the Löwdin charge analysis, in e, for atoms 1 through 2:
1. O 0.0633
2. O 0.0704

Arrangement two

Below is C16H20N2O3 in the gas phase, with properties calculated with wB97M-V/def2-TZVPD.

XYZ file:
```
41
Properties=species:S:1:pos:R:3
O 6.96 -1.01 0.19
O 6.58 0.87 -1.08
O -0.52 2.67 0.26
N -3.98 -0.20 -0.80
N -1.75 0.83 0.70
C 4.63 -1.25 1.01
C -2.98 1.59 0.60
C 3.12 0.47 0.18
C 5.64 -0.65 0.29
C 3.37 -0.67 0.94
C -5.09 -0.69 0.00
C -1.97 -0.59 0.64
C -3.71 1.22 -0.70
C -0.56 1.47 0.50
C 1.81 1.09 0.10
C -2.75 -0.94 -0.65
C 0.67 0.67 0.66
C -5.73 -1.91 -0.65
C 5.41 0.49 -0.47
C 7.55 -0.06 -0.67
C 4.17 1.07 -0.55
H -4.65 1.77 -0.77
H -6.00 -1.68 -1.67
H -2.56 -0.89 1.52
H -2.11 -0.70 -1.51
H 4.00 1.95 -1.14
H 2.57 -1.12 1.50
H 8.36 0.46 -0.14
H -2.96 -2.01 -0.67
H 1.75 1.99 -0.50
H -6.63 -2.18 -0.10
H -2.71 2.65 0.60
H 4.82 -2.13 1.61
H -5.83 0.11 0.06
H 7.97 -0.57 -1.55
H -5.06 -2.76 -0.64
H -3.60 1.37 1.47
H 0.64 -0.20 1.29
H -4.79 -0.94 1.04
H -3.08 1.50 -1.55
H -1.03 -1.14 0.64
```

As for the structure (SMILES): CCN1CCN(C(=O)/C=C/c2ccc3c(c2)OCO3)CC1. As for the net charge: 0. Its gap between HOMO and LUMO is 8.25 eV. The value obtained for the HOMO energy is -0.290 hartree. The LUMO energy is 0.4 eV. The spin multiplicity is 1. The molar mass is 288.35 g/mol.

Results of the Löwdin charge analysis, in e, for atoms 1 through 2:
1. O 0.0387
2. O 0.0376

Which one sits at the bottom of the stability order? arrangement two does.

Arrangement one

Below is 2 unconnected molecules or ions with the total composition C4H8NO, with properties calculated with wB97M-V/def2-TZVPD.

XYZ file:
```
14
Properties=species:S:1:pos:R:3
O 1.49 -2.26 0.43
N 1.78 -0.93 -0.26
C -1.42 1.39 0.89
C 1.66 -1.35 -1.56
C -0.51 0.70 0.47
C -2.56 2.25 1.23
H 2.54 -2.10 -1.88
H -3.38 1.77 0.77
H 0.45 0.11 0.12
H 0.73 -1.85 -1.93
H 1.94 -0.60 -2.22
H -2.36 3.41 0.92
H -2.57 2.21 2.31
H 2.22 -2.76 0.71
```

As for the net charge: -1. Its gap between HOMO and LUMO is 5.69 eV. The value obtained for the HOMO energy is -0.071 hartree. The LUMO energy is 3.8 eV. The spin multiplicity is 1. The molar mass is 86.11 g/mol.

Results of the Löwdin charge analysis, in e, for atoms 1 through 2:
1. O -0.2563
2. N -0.2717

Arrangement two

Below is 2 unconnected molecules or ions with the total composition C4H8NO, with properties calculated with wB97M-V/def2-TZVPD.

XYZ file:
```
14
Properties=species:S:1:pos:R:3
O 2.50 0.54 -0.51
N 1.95 -0.25 0.26
C -0.83 -1.45 -0.10
C -0.10 -0.08 -0.01
C -0.38 1.05 0.89
C -0.24 1.27 -0.59
H -0.83 -2.18 -1.01
H 1.76 -1.22 -0.24
H -2.00 -1.41 -0.02
H -0.50 -2.05 0.78
H -1.06 1.59 -1.22
H -1.34 1.25 1.23
H 0.66 1.66 -1.08
H 0.41 1.28 1.63
```

As for the net charge: -1. Its gap between HOMO and LUMO is 5.97 eV. The value obtained for the HOMO energy is -0.062 hartree. The LUMO energy is 4.3 eV. The spin multiplicity is 1. The molar mass is 86.11 g/mol.

Results of the Löwdin charge analysis, in e, for atoms 1 through 2:
1. O -0.3424
2. N -0.2078

Which one sits at the bottom of the stability order? arrangement one does.